Record 1
{"formula": "C14H17N3O3S2", "method": "wB97M-V/def2-TZVPD", "elements": ["C", "C", "C", "C", "N", "N", "C", "N", "C", "O", "C", "C", "S", "O", "O", "C", "C", "C", "C", "C", "C", "S", "H", "H", "H", "H", "H", "H", "H", "H", "H", "H", "H", "H", "H", "H", "H", "H", "H"], "xyz": [[-4.98257, -0.39722, 1.69779], [-4.11054, -1.01421, 0.60279], [-4.91539, -1.23215, -0.67974], [-2.93996, -0.14161, 0.33008], [-1.71678, -0.48080, 0.48539], [-0.82750, 0.45682, 0.18439], [-1.35699, 1.56104, -0.21954], [-0.70112, 2.69030, -0.60597], [0.65968, 2.95724, -0.63060], [1.03685, 4.02098, -1.05151], [1.53938, 1.85978, -0.09989], [3.01525, 2.16404, -0.21971], [3.89063, 0.96959, 0.85339], [3.34243, 1.09002, 2.17832], [5.30780, 1.14859, 0.68679], [3.41180, -0.61980, 0.16437], [2.29880, -1.27350, 0.65766], [1.90364, -2.46584, 0.07415], [2.62749, -2.98856, -0.98621], [3.74998, -2.32951, -1.46445], [4.14425, -1.13315, -0.88832], [-3.12080, 1.51387, -0.25645], [-5.37993, 0.56152, 1.36969], [-5.81486, -1.05803, 1.92516], [-4.40396, -0.24295, 2.60556], [-3.71190, -1.97220, 0.95081], [-5.31052, -0.28556, -1.04380], [-5.74773, -1.90334, -0.48536], [-4.28992, -1.67007, -1.45428], [-1.27913, 3.45556, -0.93496], [1.30053, 1.71957, 0.95901], [1.28450, 0.92695, -0.60617], [3.39916, 2.04505, -1.22826], [3.25392, 3.15945, 0.14693], [1.76145, -0.84959, 1.49000], [1.03041, -2.97960, 0.44480], [2.31900, -3.91853, -1.44050], [4.31512, -2.74624, -2.28446], [5.01750, -0.59789, -1.22695]], "forces_ev_per_angstrom": [[0.14, -0.20, -0.03], [-0.34, -0.02, -0.01], [0.13, -0.13, 0.16], [-0.21, 0.47, -0.18], [-0.73, -1.29, 0.45], [1.14, 1.04, -0.32], [-1.12, -0.50, 0.13], [-0.28, 0.71, -0.26], [0.15, -0.34, 0.11], [0.19, 0.22, -0.07], [0.15, 0.19, -0.13], [0.15, -0.60, 0.45], [0.11, 0.32, -0.28], [-0.36, -0.12, 0.00], [0.00, -0.08, -0.36], [0.14, 0.58, 0.22], [-0.09, -0.01, 0.14], [0.01, 0.01, 0.01], [0.00, -0.02, 0.01], [0.02, 0.04, -0.02], [0.15, 0.01, -0.12], [0.74, -0.37, 0.16], [-0.09, 0.10, 0.02], [-0.12, -0.02, 0.04], [0.00, 0.06, 0.09], [0.05, 0.13, -0.05], [-0.09, 0.06, -0.08], [-0.12, -0.05, -0.02], [0.00, -0.01, -0.11], [0.26, -0.09, 0.04], [-0.16, -0.09, -0.11], [-0.01, 0.10, 0.14], [0.09, 0.00, -0.08], [0.18, -0.01, 0.12], [-0.14, 0.03, 0.10], [-0.08, -0.04, 0.04], [-0.03, -0.07, -0.03], [0.06, -0.02, -0.06], [0.13, 0.01, -0.10]], "mulliken_charge": [-1.390, 0.603, -1.391, 0.195, -0.868, 0.268, 0.252, -0.031, 0.218, -0.647, -0.521, -0.899, 1.227, -0.652, -0.709, 0.099, -0.217, -0.544, -0.418, -0.541, -0.416, -0.220, 0.348, 0.399, 0.364, 0.208, 0.349, 0.401, 0.362, 0.253, 0.529, 0.458, 0.451, 0.463, 0.396, 0.422, 0.379, 0.395, 0.426], "smiles": "CC(C)c1nnc(NC(=O)CCS(=O)(=O)c2ccccc2)s1", "relative_energy_ev": 1.2266, "multiplicity": 1, "lumo_ev": 0.255, "homo_ev": -9.45, "total_energy_ha": -1730.0422}

Record 2
{"formula": "C14H17N3OS", "method": "wB97M-V/def2-TZVPD", "elements": ["N", "C", "C", "C", "C", "N", "C", "N", "C", "O", "C", "C", "C", "C", "C", "C", "S", "C", "C", "H", "H", "H", "H", "H", "H", "H", "H", "H", "H", "H", "H", "H", "H", "H", "H", "H"], "xyz": [[6.20867, -2.70354, 0.83556], [4.93350, -2.30211, 1.17963], [4.51992, -2.35602, 2.52041], [3.28347, -1.89813, 2.91090], [2.42200, -1.36989, 1.95421], [1.16530, -0.88062, 2.18461], [0.62716, -0.46883, 1.09606], [-0.63522, 0.06782, 1.05324], [-1.21679, 0.50959, -0.10606], [-0.61892, 0.43996, -1.15820], [-2.61439, 1.06641, 0.07590], [-3.63048, 0.28677, -0.77352], [-3.45276, 0.54818, -2.26521], [-3.55652, 2.04067, -2.55914], [-2.48285, 2.79301, -1.78059], [-2.65232, 2.56066, -0.28324], [1.57458, -0.61700, -0.37822], [2.83684, -1.31553, 0.60645], [4.07758, -1.77727, 0.21497], [6.66715, -3.33254, 1.47424], [6.36527, -2.90536, -0.13845], [5.19772, -2.76704, 3.25464], [2.96911, -1.94295, 3.94119], [-1.11367, 0.11882, 1.94142], [-2.89153, 0.95798, 1.13116], [-3.53358, -0.78178, -0.56639], [-4.63325, 0.59820, -0.46896], [-2.47319, 0.18872, -2.58092], [-4.21464, -0.00179, -2.82149], [-3.43181, 2.21766, -3.62858], [-4.54603, 2.40605, -2.27016], [-1.50021, 2.43880, -2.09332], [-2.54283, 3.86318, -1.98921], [-1.87080, 3.08821, 0.26920], [-3.61814, 2.96015, 0.03742], [4.38167, -1.73044, -0.81956]], "forces_ev_per_angstrom": [[0.48, -0.09, -0.10], [-0.43, 0.24, -0.02], [0.07, -0.04, -0.07], [-0.11, 0.05, -0.15], [0.63, -0.14, -0.68], [-0.88, 0.31, 0.36], [0.71, -0.24, -0.36], [-0.24, 0.07, 0.21], [-0.48, 0.09, 0.61], [-0.05, 0.08, -0.34], [-0.16, 0.07, -0.04], [0.23, -0.14, -0.07], [-0.23, 0.04, -0.04], [0.27, -0.10, -0.09], [-0.19, 0.15, -0.01], [0.26, -0.04, -0.05], [0.39, -0.23, 0.38], [-0.38, 0.05, 0.50], [0.22, -0.13, 0.06], [-0.02, -0.02, -0.13], [0.03, -0.09, 0.11], [0.08, -0.03, 0.09], [-0.03, -0.01, 0.14], [0.01, 0.02, -0.16], [0.07, -0.01, -0.08], [-0.09, -0.02, 0.05], [-0.02, -0.03, 0.05], [-0.06, -0.05, -0.07], [0.02, -0.04, -0.01], [-0.08, 0.04, -0.03], [-0.08, 0.04, -0.03], [0.01, 0.09, -0.04], [0.05, 0.01, 0.00], [-0.06, 0.06, 0.07], [0.00, 0.01, 0.06], [0.10, 0.00, -0.14]], "mulliken_charge": [-0.550, 0.953, -0.533, -0.670, -0.322, -0.733, 0.353, -0.186, 0.229, -0.732, 0.879, -1.195, -0.482, -0.757, -0.491, -1.211, -0.122, 0.645, -0.794, 0.216, 0.215, 0.280, 0.436, 0.311, 0.514, 0.358, 0.396, 0.252, 0.367, 0.344, 0.325, 0.255, 0.369, 0.363, 0.406, 0.311], "smiles": "Nc1ccc2nc(NC(=O)C3CCCCC3)sc2c1", "relative_energy_ev": 0.0000, "multiplicity": 1, "lumo_ev": 0.776, "homo_ev": -7.41, "total_energy_ha": -1181.4428}

Record 3
{"formula": "C14H17N3SeZr", "method": "wB97M-V/def2-TZVPD", "elements": ["C", "C", "H", "H", "H", "H", "H", "H", "C", "C", "C", "C", "H", "H", "H", "H", "N", "C", "C", "N", "C", "C", "C", "H", "H", "C", "H", "H", "Zr", "C", "H", "H", "H", "Se", "C", "N"], "xyz": [[-4.62669, 0.08923, 0.36648], [-4.77310, 1.38081, -0.46093], [-4.72603, -0.79588, -0.26320], [-5.42882, 0.02720, 1.11950], [-3.67889, 0.04120, 0.91281], [-3.97295, 1.49095, -1.18970], [-5.71173, 1.37418, -1.03088], [-4.80591, 2.25614, 0.18723], [0.50164, -2.94764, -0.12989], [1.47357, -3.94174, -0.22591], [2.69152, -3.69138, -0.84984], [2.92946, -2.42460, -1.37871], [-0.48245, -3.08428, 0.33603], [1.27988, -4.94242, 0.15580], [3.39495, -4.52402, -0.92042], [3.86038, -2.15673, -1.87728], [0.72732, -1.70660, -0.65405], [1.94192, -1.43575, -1.23843], [2.14748, -0.04037, -1.57443], [1.25811, 0.85770, -1.01449], [1.43618, 2.18733, -1.25266], [3.37116, 1.73411, -2.65262], [2.45445, 2.62896, -2.09416], [0.69882, 2.86481, -0.81606], [2.50473, 3.67887, -2.34599], [3.22178, 0.39200, -2.35042], [3.89039, -0.37517, -2.72907], [4.14097, 2.11017, -3.32839], [-0.44537, 0.06334, 0.05003], [-1.68352, 1.77357, -0.29640], [-1.79194, 1.96899, -1.36506], [-1.34106, 2.70286, 0.15602], [-2.69457, 1.60831, 0.08109], [1.33107, 0.26739, 4.68904], [0.69429, 0.28317, 3.08213], [0.21322, 0.28523, 1.96722]], "forces_ev_per_angstrom": [[-0.73, 0.24, -0.15], [-0.58, -0.47, -0.02], [0.09, -0.03, -0.01], [0.39, 0.00, -0.21], [0.07, -0.04, 0.12], [-0.27, 0.06, -0.10], [0.20, -0.08, 0.24], [0.11, 0.08, -0.06], [0.54, 0.60, -0.69], [-0.59, -0.18, 0.23], [-0.36, 0.04, -0.18], [-0.42, 0.59, 0.07], [0.46, -0.27, -0.14], [-0.09, 0.31, 0.06], [0.01, 0.51, -0.08], [-0.20, -0.34, 0.29], [0.98, -1.05, -0.36], [-0.48, -1.62, 0.67], [0.29, 1.71, -0.06], [1.05, 0.14, -0.88], [0.19, -0.50, -0.58], [-0.55, 0.47, 0.21], [-0.19, 0.05, 0.10], [0.40, -0.20, -0.14], [0.05, 0.05, 0.16], [-0.39, -0.72, 0.18], [-0.01, 0.40, -0.13], [-0.13, -0.26, 0.27], [0.25, 0.53, 3.47], [0.24, 0.14, -0.77], [-0.13, 0.14, -0.23], [0.21, 0.10, 0.22], [0.26, -0.07, 0.21], [-0.58, 0.04, -1.61], [0.48, 0.00, 1.59], [-0.57, -0.36, -1.71]], "mulliken_charge": [-0.605, -0.895, 0.239, 0.309, 0.151, 0.289, 0.362, 0.343, 0.145, -0.698, -0.449, -0.691, 0.389, 0.412, 0.457, 0.314, -0.427, 0.983, 0.649, -0.115, -0.079, -0.499, -0.745, 0.474, 0.418, -0.632, 0.376, 0.467, 1.926, -1.520, 0.572, 0.354, 0.139, 0.124, 0.358, -0.897], "total_charge": 2, "multiplicity": 1, "lumo_ev": -8.407, "homo_ev": -14.99, "total_energy_ha": -3155.8451}

Record 4
{"formula": "C14H17N4O3SZn", "method": "wB97M-V/def2-TZVPD", "elements": ["Zn", "N", "C", "C", "C", "C", "C", "C", "N", "C", "C", "C", "S", "C", "N", "H", "H", "H", "H", "H", "H", "H", "N", "C", "C", "C", "O", "O", "H", "H", "H", "H", "H", "H", "C", "O", "H", "H", "H", "H"], "xyz": [[-0.19607, 0.03810, -0.23385], [3.82717, -0.40336, 0.18184], [3.90364, 0.83678, 0.78963], [4.96945, 1.55813, 1.31190], [4.67395, 2.79146, 1.85492], [3.36248, 3.28793, 1.87837], [2.30777, 2.57262, 1.35261], [2.58894, 1.32807, 0.79357], [1.76338, 0.39339, 0.19421], [2.53786, -0.62102, -0.15084], [1.97803, -1.80935, -0.77174], [2.54352, -3.01025, -1.08060], [1.35523, -4.06625, -1.70649], [0.16984, -2.84950, -1.51238], [0.63362, -1.73908, -1.03507], [4.59489, -1.03263, 0.02051], [5.97993, 1.17186, 1.29333], [5.47300, 3.38861, 2.27205], [3.18066, 4.25669, 2.32372], [1.29586, 2.95287, 1.38056], [3.56738, -3.33003, -0.97033], [-0.87443, -2.99843, -1.74800], [-1.35427, 1.90883, 0.26504], [-2.26911, 1.74398, 1.43235], [-3.11525, 0.45355, 1.29867], [-2.12601, -0.48966, 0.66403], [-2.16495, -0.63144, -0.59580], [-1.09836, -0.81496, 1.33437], [-0.86494, 2.79248, 0.34750], [-1.91796, 1.98125, -0.57889], [-2.92541, 2.60803, 1.54000], [-1.64531, 1.66132, 2.32058], [-3.95989, 0.60027, 0.62932], [-3.45378, 0.12598, 2.27773], [0.54367, 1.08201, -3.32748], [-0.42216, 0.79903, -2.31011], [1.12052, 0.19244, -3.59114], [1.21550, 1.83813, -2.92820], [0.06218, 1.47506, -4.22211], [-1.11417, 0.22139, -2.65501]], "forces_ev_per_angstrom": [[0.86, 0.80, -0.59], [-0.01, -0.18, -0.10], [-0.28, 0.26, 0.04], [0.07, -0.06, -0.01], [0.06, -0.07, -0.03], [-0.06, 0.07, 0.02], [-0.05, -0.03, -0.02], [0.35, 0.01, 0.06], [0.29, -0.32, -0.20], [0.11, 0.37, 0.23], [0.00, -0.49, -0.19], [0.01, 0.11, -0.01], [-0.06, 0.14, 0.06], [0.10, -0.19, -0.06], [0.25, -0.01, 0.04], [0.00, -0.02, -0.01], [0.00, 0.03, 0.02], [-0.01, 0.00, 0.01], [-0.01, -0.01, -0.01], [0.02, 0.02, 0.02], [-0.02, 0.01, 0.01], [0.01, 0.00, 0.00], [-0.28, 0.02, 0.08], [-0.05, -0.02, 0.08], [0.23, 0.03, -0.20], [-0.59, -0.23, 0.18], [-0.47, -0.17, 0.10], [-0.52, -0.22, 0.47], [0.07, 0.00, 0.02], [0.06, 0.05, -0.05], [0.00, -0.01, 0.00], [0.00, 0.02, -0.01], [-0.04, 0.00, 0.05], [0.03, 0.01, 0.03], [0.12, -0.02, -0.05], [-0.06, 0.06, -0.07], [-0.03, -0.01, 0.04], [-0.01, -0.02, 0.01], [-0.03, 0.01, 0.04], [-0.05, 0.02, 0.02]], "mulliken_charge": [0.234, -0.033, 0.651, -1.167, -0.440, -0.710, -0.774, 0.760, 0.265, 0.311, -0.120, -0.323, -0.105, -0.227, 0.561, 0.219, 0.404, 0.401, 0.423, 0.297, 0.394, 0.463, -0.625, -0.633, -0.672, 0.836, -0.715, -0.685, 0.230, 0.274, 0.398, 0.360, 0.333, 0.333, -0.731, -0.282, 0.273, 0.265, 0.292, 0.267], "total_charge": 1, "multiplicity": 1, "lumo_ev": -3.138, "homo_ev": -11.78, "total_energy_ha": -3165.8555}

How do the records compare in orbital gap? In the order shown, they have 9.70 8.19 6.58 8.65 eV.